{"formula": "C3H10NO", "method": "the ωB97M-V functional and the def2-TZVPD basis", "molar_mass_g_mol": 76.12, "total_energy_ev": -6806.3220, "largest_force_ev_per_a": 2.3, "relative_energy_ev": 2.424, "spin_multiplicity": 2, "s2": 0.751, "homo_lumo_gap_ev": [3.98, 10.16], "symbols": ["C", "N", "H", "H", "H", "H", "H", "H", "C", "C", "O", "H", "H", "H", "H"], "coordinates": [[-0.191, 1.852, 0.762], [-1.414, 1.405, 0.020], [0.124, 1.048, 1.419], [0.572, 2.107, 0.045], [-0.477, 2.701, 1.374], [-2.242, 1.248, 0.666], [-1.276, 0.517, -0.495], [-1.645, 2.123, -0.719], [-0.198, -1.738, 0.495], [0.807, -1.666, -0.361], [1.244, -0.468, -0.882], [-0.606, -1.113, 1.265], [-0.497, -2.770, 0.686], [1.286, -2.544, -0.777], [2.187, -0.547, -1.066]], "atomic_forces_ev_per_a": [[-0.4, -0.3, 0.4], [0.2, 0.1, -0.3], [0.1, 0.0, -0.1], [0.2, 0.0, -0.1], [0.0, 0.2, -0.1], [0.0, 0.2, -0.1], [0.2, 0.0, 0.1], [-0.3, 0.0, 0.1], [0.2, -2.2, 0.8], [-0.2, 1.1, -0.3], [0.4, -0.2, 0.5], [-0.1, 1.0, -0.6], [0.0, 0.1, 0.0], [-0.2, -0.1, -0.2], [0.0, 0.1, -0.2]]}